Formula: C20H56F3O21P5Si
Source: OMol25
Level of theory: ωB97M-V/def2-TZVPD

SMILES = C[C@@H](O)C[Si@@H](C)C(F)(F)F.COP(=O)(OC)OC.COP(=O)(OC)OC.COP(=O)(OC)OC.COP(=O)(OC)OC.COP(=O)(OC)OC
Lowest unoccupied orbital energy = -1.2 eV
HOMO-LUMO gap = 8.54 eV
Maximum force = 0.1396 Eh/bohr

CARTESIAN COORDINATES (ANGSTROEM)
C1 1.161 0.312 -3.002
C2 0.480 -0.871 -3.692
O1 -0.578 -0.395 -4.541
C3 1.385 -1.674 -4.613
Si1 2.911 -2.381 -3.799
C4 2.841 -4.242 -3.689
C5 4.460 -1.899 -4.888
F1 5.353 -1.176 -4.164
F2 4.140 -1.106 -5.944
F3 5.116 -2.958 -5.410
H1 1.005 0.199 -1.934
H2 2.208 0.439 -3.253
H3 0.670 1.245 -3.258
H4 0.020 -1.541 -2.964
H5 -1.041 0.317 -4.097
H6 1.592 -1.062 -5.487
H7 0.805 -2.523 -4.974
H8 3.155 -1.861 -2.440
H9 2.210 -4.675 -4.456
H10 2.444 -4.501 -2.710
H11 3.834 -4.677 -3.741
C6 -3.102 -3.025 -3.394
O2 -3.115 -2.718 -1.988
P1 -2.552 -3.843 -1.028
O3 -1.149 -4.149 -1.312
O4 -3.499 -5.081 -1.508
C7 -4.917 -4.929 -1.490
O5 -2.853 -3.878 0.524
C8 -2.843 -5.177 1.149
H12 -2.758 -2.132 -3.911
H13 -2.437 -3.852 -3.629
H14 -4.112 -3.268 -3.723
H15 -5.311 -5.235 -2.458
H16 -5.222 -3.899 -1.297
H17 -5.338 -5.575 -0.718
H18 -2.080 -5.819 0.717
H19 -3.816 -5.652 1.050
H20 -2.640 -5.019 2.204
C9 1.876 5.343 -1.653
O6 1.372 4.416 -0.673
P2 -0.192 3.998 -0.805
O7 -0.199 3.370 -2.153
O8 -0.659 5.584 -0.795
C10 -0.524 6.342 0.407
O9 -1.657 3.502 -0.275
C11 -2.812 4.087 -0.884
H21 2.864 4.987 -1.934
H22 1.241 5.392 -2.533
H23 1.970 6.330 -1.206
H24 -0.007 7.273 0.173
H25 0.048 5.813 1.171
H26 -1.514 6.573 0.803
H27 -2.647 4.249 -1.947
H28 -3.078 5.023 -0.399
H29 -3.618 3.371 -0.732
C12 -2.600 1.295 2.002
O10 -3.664 1.300 2.972
P3 -3.511 2.338 4.154
O11 -3.447 3.719 3.681
O12 -2.044 1.870 4.705
C13 -1.833 0.502 5.057
O13 -4.329 2.224 5.506
C14 -3.710 2.762 6.684
H30 -3.059 1.208 1.021
H31 -2.006 2.202 2.039
H32 -1.960 0.430 2.174
H33 -0.927 0.153 4.562
H34 -2.664 -0.136 4.754
H35 -1.698 0.424 6.136
H36 -3.155 3.668 6.453
H37 -3.052 2.026 7.141
H38 -4.521 2.990 7.370
C15 3.399 7.661 3.160
O14 2.770 8.492 2.167
P4 3.605 8.745 0.838
O15 3.919 7.491 0.155
O16 4.949 9.331 1.582
C16 4.833 10.454 2.452
O17 3.437 9.933 -0.204
C17 4.626 10.395 -0.866
H39 2.628 7.001 3.546
H40 4.209 7.071 2.740
H41 3.778 8.289 3.965
H42 5.328 10.217 3.393
H43 3.793 10.712 2.661
H44 5.328 11.315 2.000
H45 5.295 9.567 -1.087
H46 5.139 11.139 -0.262
H47 4.289 10.856 -1.790
C18 -0.164 -8.274 3.002
O18 0.177 -7.929 1.655
P5 -0.490 -8.852 0.480
O19 -1.925 -8.545 0.702
O20 0.055 -10.241 1.184
C19 1.456 -10.521 1.184
O21 -0.593 -9.538 -0.996
C20 -1.205 -10.830 -1.067
H48 -0.336 -7.333 3.521
H49 -1.058 -8.888 3.052
H50 0.669 -8.798 3.471
H51 1.759 -10.773 2.200
H52 2.051 -9.670 0.847
H53 1.654 -11.373 0.532
H54 -2.035 -10.902 -0.369
H55 -0.481 -11.619 -0.872
H56 -1.566 -10.925 -2.088